[1]
# C4H9NO

An isolated molecule of C4H9NO (wB97M-V/def2-TZVPD, the OMol25 dataset).

DFT total energy ... -287.82253 Ha
SMILES string ... CCC(=O)NC
HOMO-LUMO gap ... 0.3892 Eh
Energy relative to the best compared isomer or geometry (same formula, charge and spin) ... 0.2700 eV

CARTESIAN COORDINATES (ANGSTROEM)
1 H -1.4500 -1.5287 -0.3620
2 H -2.1886 -0.0289 1.5370
3 H 0.9220 0.2493 -1.5310
4 N 1.1565 0.0549 -0.5713
5 C 0.1635 -0.3214 0.2829
6 C -2.2687 0.2776 0.4909
7 C 2.5268 0.2164 -0.1377
8 O 0.3581 -0.5451 1.4680
9 H -3.2786 0.0553 0.1328
10 H 2.9051 1.2090 -0.4034
11 H 3.1828 -0.5438 -0.5776
12 H 2.5365 0.1061 0.9478
13 H -1.2256 -0.1058 -1.3790
14 H -2.1210 1.3619 0.4424
15 C -1.2187 -0.4568 -0.3397

Here are the Löwdin charges for atoms 1 to 6, given in e: 0.120 0.074 0.127 -0.001 -0.514 -0.100

---

[2]
# C30H34I2N5O4SSc

A structure of composition C30H34I2N5O4SSc (wB97M-V/def2-TZVPD, the OMol25 dataset).

DFT total energy ... -3492.37476 Ha
Charge ... +2
HOMO-LUMO gap ... 0.2316 Eh
Energy relative to the best compared isomer or geometry (same formula, charge and spin) ... 0.1638 eV

CARTESIAN COORDINATES (ANGSTROEM)
1 H 3.3833 -1.3440 2.9936
2 H -0.6164 3.0040 -2.3396
3 C 0.3530 -0.1524 -5.5612
4 C -0.9608 0.0031 -5.1650
5 C 0.1163 2.4549 1.9647
6 H 2.4525 4.8414 0.1287
7 O 6.9480 0.1136 2.5826
8 C 0.7819 -3.9890 -0.6206
9 N 0.4412 2.2096 0.6948
10 H -6.5821 2.1461 0.4372
11 H 0.3129 3.7222 3.6814
12 I -7.1172 1.8120 3.4761
13 C 1.7890 4.1861 0.6761
14 C -4.6762 1.2915 -0.0566
15 H -1.4608 3.3092 -0.9895
16 H -1.4485 -4.2557 -2.5844
17 C 4.6705 0.0425 1.9657
18 H 0.8604 -5.5554 0.8907
19 C -4.4742 0.6321 2.6091
20 C -3.5323 0.6335 0.3884
21 O 5.5121 -0.1779 4.2410
22 C 3.5082 -0.7020 2.1277
23 H 5.7596 1.3698 0.6975
24 H 0.6090 -0.2449 -6.6087
25 C 5.8171 -0.0072 2.9411
26 C -1.2425 0.1190 -3.8095
27 H 1.9912 -4.2236 1.1744
28 N 1.6620 0.1175 -0.9849
29 C -3.4470 0.2954 1.7373
30 O -0.4505 -1.6379 -0.4386
31 C -5.5995 1.2982 2.1512
32 H 1.8268 5.3139 2.5119
33 H -2.2653 0.2231 -3.4580
34 H -2.1002 2.3567 -2.1253
35 S -0.5275 -3.0362 0.1788
36 O -2.5233 0.3211 -0.4440
37 C 0.6001 3.5628 2.6495
38 C 0.9809 -0.0606 -3.2632
39 H 1.5297 2.8238 -0.9519
40 N -0.2968 0.0925 -2.8756
41 C 1.4412 4.4418 1.9998
42 H 2.3881 -0.3177 -4.8504
43 H -4.3932 0.3650 3.6571
44 N -0.9641 0.2432 1.8893
45 N -1.2238 2.5728 -1.6497
46 H -1.7671 0.0345 -5.8856
47 H -0.2013 -0.3589 2.1856
48 H 1.4139 -3.2255 -1.0741
49 C 4.8379 0.8148 0.8232
50 H 1.6298 -1.2828 1.2547
51 H 3.9745 1.4777 -1.0260
52 C 1.3460 -0.1893 -4.5859
53 C -0.8405 1.5071 2.6304
54 C 1.9980 -0.0734 -2.1945
55 C 2.5179 -0.6699 1.1561
56 C -2.2356 -0.4561 2.2253
57 Sc -0.6588 0.4376 -0.5389
58 C -2.1107 -3.5786 -2.0471
59 H -2.3137 -0.6069 3.3037
60 C -5.7066 1.6292 0.8076
61 H -1.8247 1.9772 2.6684
62 H -2.0274 -4.7777 -0.1976
63 C -2.0116 -3.7382 -0.5390
64 C 1.2705 3.0666 0.0733
65 H 2.3079 -5.4055 -0.0983
66 H -0.5355 1.3379 3.6650
67 H 0.3376 -4.5924 -1.4107
68 C 1.5243 -4.8386 0.4034
69 H -3.1307 -3.8055 -2.3550
70 H -2.1879 -1.4404 1.7597
71 H -2.8138 -3.2044 -0.0252
72 I -4.8652 1.7743 -2.0850
73 C 2.6918 0.1015 0.0143
74 C 3.8488 0.8552 -0.1455
75 H 4.5592 -0.1562 4.3879
76 H 3.0318 -0.2739 -2.4751
77 H -1.8915 -2.5534 -2.3446

Here are the Löwdin charges for atoms 1 to 6, given in e: 0.128 0.065 -0.004 -0.002 -0.234 0.123

---

[3]
# C22H23F9N6OPtS

A structure of composition C22H23F9N6OPtS (wB97M-V/def2-TZVPD, the OMol25 dataset).

DFT total energy ... -2672.20624 Ha
2S+1 ... 3
Expectation value of S² ... 2.006
HOMO-LUMO gap (alpha / beta) ... 0.2780 / 0.2644 Eh
Energy relative to the best compared isomer or geometry (same formula, charge and spin) ... 0.0000 eV

CARTESIAN COORDINATES (ANGSTROEM)
1 N -2.4740 -0.1572 0.3519
2 H -5.3946 -0.2671 -1.7897
3 H -1.8347 -0.9057 5.1112
4 H 3.4228 -2.8357 2.3164
5 H -4.6038 1.1533 4.1539
6 H -2.7152 -3.1457 -2.6848
7 C 2.1953 -1.2529 1.7189
8 C -4.5432 1.2028 3.0761
9 F -1.5396 5.6010 -0.5526
10 C -2.6279 -0.3003 4.6718
11 N 1.7408 0.9799 0.9718
12 H -0.1504 -3.4612 -3.4964
13 C -1.8422 -2.6225 -2.3276
14 H -2.5169 0.7185 5.0471
15 C -3.4896 0.5889 1.0187
16 F -1.2866 2.7721 2.1593
17 F -2.7090 3.9225 0.1409
18 F 2.0506 3.7093 -0.0719
19 C -1.8166 -1.6302 -1.3448
20 H -3.5789 -0.6904 5.0380
21 C -1.6011 4.2608 -0.5325
22 H -6.4321 1.1376 -1.6092
23 H 4.7083 1.4752 0.0282
24 N 2.6334 -0.0151 1.3438
25 H 1.9855 1.4370 0.0980
26 C -2.5362 -0.3453 3.1525
27 C -2.8121 -1.0228 -0.5482
28 F 0.7221 3.5385 2.2791
29 F -0.9452 4.9027 2.0873
30 O -0.2179 2.3238 -0.2756
31 C -5.3903 2.0393 1.0000
32 C -4.3389 1.5527 -1.2035
33 C -5.4483 0.8106 -1.9504
34 H 5.8522 1.0387 1.3091
35 C -5.4715 1.9655 2.3760
36 S 0.6116 -1.7947 1.7853
37 F 0.8941 4.6226 -1.6419
38 H -4.4380 2.6217 -1.4003
39 C -3.5440 0.5072 2.4127
40 H -6.2423 2.5075 2.9085
41 C -0.4877 3.7234 1.6763
42 H -5.3848 0.9930 -3.0237
43 N -0.5309 -1.1903 -1.1604
44 H 1.6446 1.6795 1.7022
45 C 0.2508 -1.8840 -1.9926
46 C -4.3948 1.3618 0.2949
47 C -0.5205 -2.7848 -2.7432
48 C 0.9168 4.4060 -0.3269
49 H 4.4718 2.0986 1.6613
50 H -2.6290 -1.3802 2.8082
51 H 1.3170 -1.7184 -2.0317
52 F 1.0470 5.5850 0.2898
53 F -1.7442 3.8403 -1.7867
54 N 4.4645 -1.1105 1.8335
55 H -3.8617 -1.2696 -0.6924
56 C 4.8069 1.2336 1.0875
57 Pt -0.3544 0.1913 0.4406
58 H -3.3609 1.2695 -1.5967
59 N 3.3401 -1.8828 2.0066
60 C -0.3433 3.5913 0.1210
61 C 4.0112 0.0319 1.4318
62 H -6.0893 2.6574 0.4476
63 H -1.5275 -0.0464 2.8493

Here are the Löwdin charges for atoms 1 to 6, given in e: -0.053 0.059 0.071 0.158 0.099 0.100

---

[4]
# C24H21ClN3O2Pt

A structure of composition C24H21ClN3O2Pt (wB97M-V/def2-TZVPD, the OMol25 dataset).

DFT total energy ... -1821.24011 Ha
Charge ... +1
HOMO-LUMO gap ... 0.2719 Eh
Energy relative to the best compared isomer or geometry (same formula, charge and spin) ... 0.0000 eV

CARTESIAN COORDINATES (ANGSTROEM)
1 C -1.1997 1.9808 -1.1975
2 H 0.0359 0.6850 5.6984
3 O 2.7014 -0.7457 -0.5226
4 C 0.4890 2.6589 -2.8765
5 H -3.4750 4.1311 0.0874
6 Pt 1.0776 0.3448 -0.2337
7 C -2.6366 3.4485 0.0446
8 C 0.6440 0.3072 3.6569
9 N -0.0058 -1.3382 0.0720
10 Cl 2.6990 -5.6488 -3.7213
11 H 4.6857 -3.6637 -3.2591
12 C -1.8794 3.1884 1.1720
13 C 0.3444 -2.4432 -0.5007
14 C -0.5638 1.5911 -2.5013
15 H 0.6777 -4.5154 -2.0809
16 H -0.2806 -3.3125 -0.3071
17 H 0.9996 3.5874 -0.9944
18 H -2.0924 3.6604 2.1202
19 C -0.8291 2.2992 1.0710
20 C -0.8275 -0.7880 2.3011
21 C -1.0740 -1.3821 1.0258
22 H -1.2861 1.4645 -3.3050
23 H 4.6636 -1.6007 -1.8971
24 H -0.0158 3.6065 -3.0902
25 C 1.4894 3.0309 -1.7956
26 C -3.0477 -1.4918 3.0139
27 C 3.7864 -2.2300 -1.9623
28 H 1.6142 0.7817 3.7719
29 H 2.2656 3.6646 -2.2239
30 C -2.2712 -1.9864 0.7773
31 C 2.6613 -4.2002 -2.7706
32 H -2.2094 -0.3426 5.3662
33 C -3.2673 -2.0337 1.7804
34 H 3.0171 2.0841 -0.8735
35 C 2.6379 -1.8319 -1.2482
36 H -4.2103 -2.5138 1.5582
37 H -0.2165 2.0535 1.9224
38 H -2.4659 -2.4242 -0.1943
39 C -1.4852 -0.3026 4.5619
40 C 1.5009 -2.6704 -1.3101
41 C 3.7974 -3.3780 -2.7116
42 H -0.0448 0.6386 -2.3699
43 H -2.7947 3.0908 -2.0697
44 N 0.3726 -0.1928 2.4777
45 C -1.8127 -0.8591 3.3023
46 H 0.9988 2.3496 -3.7891
47 C -0.2549 0.2648 4.7456
48 C 1.5427 -3.8640 -2.0641
49 H -3.8053 -1.5457 3.7853
50 N -0.5205 1.6623 -0.0696
51 O 2.1418 1.8737 -1.2208
52 C -2.2717 2.8571 -1.1521

Here are the Löwdin charges for atoms 1 to 6, given in e: -0.260 0.110 -0.221 -0.140 0.122 1.203

---

[5]
# C2H2N2P2

An isolated molecule of C2H2N2P2 (wB97M-V/def2-TZVPD, the OMol25 dataset).

DFT total energy ... -869.56980 Ha
SMILES string ... N#CP(#[PH2])C#N
HOMO-LUMO gap ... 0.3842 Eh
Energy relative to the best compared isomer or geometry (same formula, charge and spin) ... 0.3570 eV

CARTESIAN COORDINATES (ANGSTROEM)
1 H 0.1214 1.5572 -0.6602
2 N -0.7311 -0.9435 2.3506
3 P 0.6021 -1.0575 -0.3594
4 H 1.3203 1.3209 0.9563
5 C -0.8689 -0.6498 -1.2545
6 N -1.6836 -0.2886 -1.9364
7 C -0.1742 -0.9290 1.3478
8 P 1.4139 0.9903 -0.4442

Here are the Löwdin charges for atoms 1 to 6, given in e: -0.132 0.076 0.634 -0.126 -0.593 0.108

---

[6]
# C33H49B2BrClF7NO5

A structure of composition C33H49B2BrClF7NO5 (wB97M-V/def2-TZVPD, the OMol25 dataset).

DFT total energy ... -5500.44458 Ha
Charge ... +1
HOMO-LUMO gap ... 0.2953 Eh

CARTESIAN COORDINATES (ANGSTROEM)
1 C 3.6513 8.1519 5.6800
2 H 0.1439 4.8097 3.3562
3 O -0.6958 -2.5591 -1.9096
4 C -0.6449 -0.5337 0.7698
5 F -3.3021 -1.5811 3.3029
6 H 3.5558 -0.4209 1.2788
7 O 1.5077 -2.5481 -2.7911
8 H -3.1119 3.3063 0.7800
9 H -0.6820 0.9428 -3.5959
10 H 2.3335 9.4533 6.7706
11 H -1.4696 -6.3450 -1.6642
12 C -2.6772 1.1587 -2.7314
13 C -2.1761 -8.8246 -3.8693
14 C -3.2673 0.9308 -4.2323
15 C 1.7442 -1.5405 3.6695
16 F -3.3108 -1.9823 1.1271
17 B 0.5796 -1.8604 -1.9587
18 C 2.1854 0.1028 -1.6807
19 C -3.5328 -8.9784 -3.6032
20 H -1.6967 -9.4449 -4.6182
21 C -4.1466 -8.1859 -2.6390
22 F 1.5764 -2.4859 4.7550
23 H 5.4418 -1.2733 -2.4819
24 C 2.8875 5.8856 5.3870
25 H -2.3705 0.2179 -0.2334
26 H 0.4667 -2.7524 0.8268
27 H 3.0455 4.8832 5.0038
28 C 1.9827 -2.3495 2.3536
29 C -0.8106 4.9280 2.7351
30 C 1.4273 0.5065 1.1875
31 C 2.4872 8.4538 6.3796
32 H -0.7169 -3.0168 -4.0438
33 F -3.6471 0.1581 2.0070
34 C 3.8503 6.8685 5.1826
35 H 0.6088 4.1554 1.2378
36 C 4.4782 -0.7660 -2.8531
37 C -0.3770 0.5125 -1.4470
38 C -2.6299 2.0617 -5.1600
39 F -1.2457 0.1969 3.1248
40 F 3.2420 1.1344 2.7318
41 H -2.1442 2.9204 -4.5863
42 C -2.9362 -1.0250 2.0518
43 Br 0.0697 2.5016 -1.6361
44 O -2.7707 2.8028 0.0122
45 H -1.7343 4.5868 3.2891
46 C -0.5288 4.0813 1.3874
47 H 3.4246 -1.8325 -1.2739
48 C -1.3246 0.6471 -0.1202
49 O -0.8207 2.6765 1.5626
50 H -3.4227 0.6456 -2.0421
51 H 1.2152 1.4758 0.6504
52 C -3.4041 -7.2416 -1.9382
53 H 0.9683 5.4239 6.2383
54 H -0.8639 6.0115 2.4129
55 C -2.0485 -7.0841 -2.2082
56 H 3.4782 1.2905 0.7101
57 H 4.7573 6.6338 4.6359
58 C -1.3206 -0.8229 2.1690
59 H 4.4029 8.9174 5.5227
60 H 0.8710 -0.8384 3.7460
61 H -5.2047 -8.3050 -2.4330
62 N 0.8454 -0.7190 0.4946
63 H -0.9843 4.5693 0.4740
64 H 0.6099 7.7107 7.1156
65 C 2.9968 0.5472 1.4392
66 H -3.2514 2.3417 -6.9743
67 H -1.1408 -1.4311 0.2330
68 C 0.8344 -0.5024 -1.0400
69 F -1.0220 -2.1146 2.7027
70 H 1.7235 -3.4439 2.5977
71 C -1.4354 -7.8741 -3.1751
72 H -1.7761 1.5875 -5.7672
73 B -1.6008 2.1082 0.5126
74 H 4.7950 0.2623 -3.1911
75 O -3.5829 2.6212 -6.0985
76 H 4.0762 -1.4436 -3.6598
77 H 2.1411 -2.5091 0.2352
78 C 1.5203 7.4736 6.5760
79 H -4.3865 1.1461 -4.1528
80 C 1.3687 -2.0468 0.9488
81 H -1.9542 -3.8158 -2.9876
82 H 2.0237 -3.2267 -2.3143
83 H 0.9816 0.6566 2.2337
84 H 2.6826 -0.9540 3.9630
85 H -1.5401 -0.5985 -3.1851
86 C 3.5378 -0.7357 -1.5251
87 H -0.3787 -7.7495 -3.3874
88 H -4.1114 -9.7161 -4.1477
89 H -2.6076 2.2717 -2.6050
90 H 3.1295 -2.3984 2.2549
91 Cl 2.0054 0.4467 -3.4961
92 C -1.2401 0.3960 -2.7556
93 C 1.7210 6.1891 6.0819
94 H 2.4629 1.1260 -1.2429
95 C -0.8559 -3.4829 -3.0142
96 H 4.2689 -0.3161 -0.7466
97 H -3.0584 -0.1279 -4.6058
98 H -3.8818 -6.6277 -1.1827
99 H -0.2637 -4.4554 -2.8926

Here are the Löwdin charges for atoms 1 to 6, given in e: -0.093 0.076 -0.039 -0.087 0.101 0.112

---

[7]
# C17H25BrN3

The ion C17H25BrN3 with charge +1 (wB97M-V/def2-TZVPD, the OMol25 dataset).

DFT total energy ... -3400.77488 Ha
SMILES string ... C=C[C@]1(Cc2ccc(C)cc2)CN(CC(C)C)C(N)=[N+]1Br
Charge ... +1
HOMO-LUMO gap ... 0.2852 Eh
Energy relative to the best compared isomer or geometry (same formula, charge and spin) ... 1.1667 eV

CARTESIAN COORDINATES (ANGSTROEM)
1 Br 2.8744 3.0507 -0.4668
2 H -0.9068 3.2148 0.4702
3 C -4.2638 1.0287 -1.9435
4 H -3.8226 0.9526 -2.9330
5 C -1.7784 -0.0245 0.7619
6 C -3.1628 1.0697 -0.9079
7 N 0.7903 1.1198 -2.1794
8 H -0.0400 2.0459 2.6435
9 H 1.0701 -1.3450 -2.0837
10 H -0.7840 -3.5079 -1.7289
11 H -4.8144 1.9620 -1.9083
12 C -0.8012 -2.6501 -1.0667
13 H -3.3358 -0.9945 -0.3342
14 C -1.4509 2.3069 0.2620
15 H 1.8500 -0.9416 1.5766
16 H 0.0531 0.2904 2.5564
17 H 0.3618 -2.2036 0.6696
18 H 3.1716 0.0892 0.9310
19 C 0.5584 -2.4945 -0.3588
20 H -1.5708 -2.8241 -0.3216
21 H 2.4894 3.0116 2.3135
22 C 1.3069 0.9100 -0.9467
23 C 0.0588 1.2042 1.9695
24 C 2.0998 -0.0990 0.9557
25 H 3.5275 1.8114 4.0445
26 N 1.7107 -0.2218 -0.4630
27 H -2.7477 3.1600 -1.2141
28 H 2.2130 -3.8023 0.1514
29 H -4.9110 0.1827 -1.7513
30 C 2.8772 1.2832 3.3705
31 C 1.4797 1.2678 1.3124
32 C -1.0787 1.1595 0.9804
33 C -2.4793 2.2675 -0.6729
34 H 0.6207 -4.6157 0.1470
35 C 1.4892 -1.5277 -1.1026
36 N 1.4318 1.9365 0.0062
37 C 1.2411 -3.8703 -0.3327
38 H 2.6681 0.2434 3.5667
39 H -0.1775 0.9325 -2.3696
40 C 2.3437 1.9433 2.3596
41 H -1.0953 -1.7543 -1.6046
42 H 1.4441 -4.1599 -1.3612
43 H 2.4574 -1.9908 -1.2723
44 H -1.5176 -0.8999 1.3369
45 C -2.8138 -0.0623 -0.1761
46 H 1.3636 1.5458 -2.8855

Here are the Löwdin charges for atoms 1 to 6, given in e: 0.892 0.116 -0.035 0.082 -0.041 -0.270

---

[8]
# C5H8N7

The ion C5H8N7 with charge +1 (wB97M-V/def2-TZVPD, the OMol25 dataset).

DFT total energy ... -578.16394 Ha
SMILES string ... C=C1N=NC=[N+]1[C@@H]1N=NCN1N
Charge ... +1
HOMO-LUMO gap (alpha / beta) ... 0.2537 / 0.2537 Eh
Energy relative to the best compared isomer or geometry (same formula, charge and spin) ... 1.5163 eV

CARTESIAN COORDINATES (ANGSTROEM)
1 C -1.0348 0.7857 -0.0817
2 C -0.1639 -1.4612 -0.9401
3 N -0.7608 2.1925 -0.4048
4 H -1.6411 -2.1679 0.4799
5 N 1.1971 -0.6278 -2.4016
6 N -0.5221 -0.1362 -1.1001
7 H 1.8134 1.4309 0.4977
8 H 0.0954 1.3694 -2.4289
9 N 0.2102 -0.6249 1.5969
10 N 0.9045 -1.6739 -1.7057
11 C 0.3120 0.3344 -2.0401
12 C -0.7326 -2.3092 -0.0329
13 N 0.1598 2.6758 0.1818
14 H -0.2354 -3.3447 0.0970
15 H 1.1097 -0.9358 1.3645
16 C 0.8123 1.6820 1.0791
17 N -0.1607 0.6523 1.1386
18 H 0.8474 2.2534 2.0652
19 H -2.1410 0.6816 0.1049
20 H -0.0692 -0.7765 2.5303

Here are the Löwdin charges for atoms 1 to 6, given in e: -0.197 -0.384 0.042 0.086 0.106 0.066